No. 1
ORCA calculation (ωB97M-V/def2-TZVPD) on C9H8N2O in the gas phase in a non-equilibrium geometry.

Each atom is followed by the atoms it is bonded to, with distances in Å.
Atoms and positions in Å:
1 C -1.547 2.020 -0.220  C2 1.351, C3 1.452, H13 1.135
2 C -0.543 1.401 -0.879  C1 1.351, C4 1.461, H14 1.174
3 C -1.725 1.760 1.197  C1 1.452, N10 1.289, H15 1.043
4 C 0.147 0.313 -0.189  C2 1.461, C5 1.452, C9 1.387
5 C -0.073 0.187 1.240  C4 1.452, N10 1.421, N11 1.395
6 C 1.110 -1.956 -1.160  C7 1.507, C9 1.369, O12 1.185
7 C 1.381 -0.971 -2.268  C6 1.507, C9 1.542, H16 0.986, H17 1.051
8 C 1.870 -1.152 1.838  N11 1.357, H18 1.090, H19 1.077
9 C 0.921 -0.640 -0.834  C4 1.387, C6 1.369, C7 1.542
10 N -0.996 1.005 1.946  C3 1.289, C5 1.421
11 N 0.790 -0.399 2.166  C5 1.395, C8 1.357, H20 0.995
12 O 1.199 -3.114 -0.927  C6 1.185
13 H -2.157 2.837 -0.717  C1 1.135
14 H -0.460 1.577 -2.036  C2 1.174
15 H -2.456 2.324 1.683  C3 1.043
16 H 2.357 -1.053 -2.377  C7 0.986
17 H 0.824 -0.865 -3.154  C7 1.051
18 H 2.620 -1.188 2.629  C8 1.090
19 H 2.306 -1.212 0.855  C8 1.077
20 H 0.546 -0.333 3.128  N11 0.995

Values from the calculation:
Total energy   -532.3148 a.u.
Frontier orbital gap (spin up / spin down)   6.100 / 7.036 eV
ΔE to the lowest compared entry with this formula, charge and spin   556.5 kJ/mol
2S+1   1
E_HOMO (spin up / spin down)   -7.24 / -7.36 eV


No. 2
ORCA calculation (ωB97M-V/def2-TZVPD) on C9H8N2O2S in the gas phase in a non-equilibrium geometry.

Each atom is followed by the atoms it is bonded to, with distances in Å.
Atoms and positions in Å:
1 O -4.294 -0.635 0.530  C2 1.199
2 C -3.211 -0.156 0.342  O1 1.199, N3 1.359, C13 1.518
3 N -2.937 1.145 0.058  C2 1.359, C4 1.408, H15 1.010
4 C -1.582 1.508 -0.070  N3 1.408, O5 1.201, N6 1.353
5 O -1.222 2.631 -0.301  C4 1.201
6 N -0.832 0.403 0.146  C4 1.353, C7 1.393, C13 1.697
7 C 0.548 0.229 0.051  N6 1.393, C8 1.394, C12 1.393
8 C 1.337 1.183 -0.590  C7 1.394, C9 1.382, H16 1.077
9 C 2.701 0.988 -0.693  C8 1.382, C10 1.384, H17 1.079
10 C 3.295 -0.153 -0.182  C9 1.384, C11 1.384, H18 1.079
11 C 2.514 -1.094 0.465  C10 1.384, C12 1.383, H19 1.080
12 C 1.150 -0.904 0.592  C7 1.393, C11 1.383, H20 1.079
13 C -1.890 -0.903 0.376  C2 1.518, N6 1.697, S14 1.788, H21 1.084
14 S -1.764 -2.077 -0.968  C13 1.788, H22 1.336
15 H -3.661 1.844 -0.025  N3 1.010
16 H 0.879 2.072 -0.989  C8 1.077
17 H 3.304 1.735 -1.186  C9 1.079
18 H 4.358 -0.307 -0.284  C10 1.079
19 H 2.965 -1.983 0.879  C11 1.080
20 H 0.563 -1.634 1.128  C12 1.079
21 H -1.656 -1.338 1.341  C13 1.084
22 H -0.565 -2.552 -0.619  S14 1.336

Values from the calculation:
Total energy   -1005.9710 a.u.
Frontier orbital gap   9.252 eV
ΔE to the lowest compared entry with this formula, charge and spin   0.0 kJ/mol
Structure (SMILES)   O=C1NC(=O)N(c2ccccc2)[C@@H]1S
2S+1   1
E_HOMO   -8.81 eV


No. 3
ORCA calculation (ωB97M-V/def2-TZVPD) on C9H8N2S in the gas phase in a non-equilibrium geometry.

Each atom is followed by the atoms it is bonded to, with distances in Å.
Atoms and positions in Å:
1 S -2.972 2.229 -0.122  C2 1.753, H13 1.195
2 C -3.326 2.256 1.595  S1 1.753, C3 1.397, H14 1.020
3 C -2.624 1.566 2.586  C2 1.397, N4 1.331, H15 1.085
4 N -1.657 0.699 2.292  C3 1.331, C5 1.220
5 C -1.202 0.259 1.249  N4 1.220, N6 1.205
6 N -0.592 0.073 0.226  C5 1.205, C7 1.353
7 C 0.640 -0.320 -0.173  N6 1.353, C8 1.352, C12 1.380
8 C 1.502 -0.931 0.671  C7 1.352, C9 1.394, H16 1.141
9 C 2.760 -1.397 0.290  C8 1.394, C10 1.422, H17 1.087
10 C 2.981 -1.391 -1.115  C9 1.422, C11 1.363, H18 1.013
11 C 2.105 -0.799 -1.974  C10 1.363, C12 1.389, H19 1.114
12 C 0.971 -0.150 -1.502  C7 1.380, C11 1.389, H20 1.087
13 H -2.155 3.098 -0.047  S1 1.195
14 H -4.276 2.575 1.783  C2 1.020
15 H -2.968 1.466 3.611  C3 1.085
16 H 1.046 -1.122 1.699  C8 1.141
17 H 3.441 -1.898 0.973  C9 1.087
18 H 3.747 -1.850 -1.594  C10 1.013
19 H 2.389 -0.745 -3.050  C11 1.114
20 H 0.154 0.265 -2.086  C12 1.087

Values from the calculation:
Total energy   -855.3376 a.u.
Frontier orbital gap   8.346 eV
ΔE to the lowest compared entry with this formula, charge and spin   326.3 kJ/mol
Structure (SMILES)   S/C=C\N=C=Nc1ccccc1
2S+1   1
E_HOMO   -7.99 eV


No. 4
ORCA calculation (ωB97M-V/def2-TZVPD) on C9H8N4 in the gas phase in a non-equilibrium geometry.

Each atom is followed by the atoms it is bonded to, with distances in Å.
Atoms and positions in Å:
1 C -0.322 -1.223 1.852  C8 1.366, N10 1.166
2 C -1.921 0.573 0.551  C9 1.338, N11 1.157
3 C 0.761 1.883 0.531  C5 1.530, N12 1.283, H14 1.060
4 C 0.363 -1.852 -0.550  C8 1.554, N13 1.244, H15 1.153
5 C 0.008 1.533 -0.754  C3 1.530, C9 1.551, H16 1.105, H17 1.125
6 C 1.693 -0.245 0.953  C8 1.471, N12 1.461, H18 1.040, H19 1.052
7 C -1.196 -0.552 -1.679  C9 1.575, N13 1.470, H20 1.144, H21 1.059
8 C 0.445 -0.997 0.744  C1 1.366, C4 1.554, C6 1.471
9 C -1.065 0.450 -0.470  C2 1.338, C5 1.551, C7 1.575
10 N -0.970 -1.345 2.814  C1 1.166
11 N -2.581 0.775 1.479  C2 1.157
12 N 1.635 1.198 1.173  C3 1.283, C6 1.461
13 N -0.182 -1.615 -1.643  C4 1.244, C7 1.470
14 H 0.803 2.926 0.718  C3 1.060
15 H 1.173 -2.672 -0.525  C4 1.153
16 H -0.445 2.402 -1.265  C5 1.105
17 H 0.815 1.035 -1.358  C5 1.125
18 H 2.289 -0.699 1.675  C6 1.040
19 H 2.136 -0.375 0.009  C6 1.052
20 H -2.232 -1.029 -1.588  C7 1.144
21 H -1.207 -0.170 -2.666  C7 1.059

Values from the calculation:
Total energy   -566.5922 a.u.
Frontier orbital gap (spin up / spin down)   7.753 / 7.785 eV
ΔE to the lowest compared entry with this formula, charge and spin   576.8 kJ/mol
2S+1   1
E_HOMO (spin up / spin down)   -9.32 / -9.35 eV


No. 5
ORCA calculation (ωB97M-V/def2-TZVPD) on a 2-piece molecular cluster, C9H8N5O8 overall in a non-equilibrium geometry.

Each atom is followed by the atoms it is bonded to, with distances in Å.
Atoms and positions in Å:
1 C -0.523 3.353 1.050  C2 1.457, H7 1.096, H8 1.103, H9 1.102
2 C -0.809 2.638 -0.187  C1 1.457, C3 1.455, N4 1.362
3 C 0.058 2.499 -1.346  C2 1.455, H10 1.095, H11 1.100, H12 1.103
4 N -2.103 2.247 -0.355  C2 1.362, O5 1.260, O6 1.260
5 O -2.429 1.670 -1.427  N4 1.260
6 O -2.927 2.511 0.560  N4 1.260
7 H 0.524 3.675 1.070  C1 1.096
8 H -1.154 4.252 1.156  C1 1.103
9 H -0.712 2.714 1.928  C1 1.102
10 H 1.064 2.870 -1.123  C3 1.095
11 H 0.140 1.447 -1.656  C3 1.100
12 H -0.324 3.063 -2.214  C3 1.103
13 O -0.251 -5.211 -0.988  N14 1.242
14 N 0.639 -4.353 -1.109  O13 1.242, O15 1.255, C16 1.456
15 O 1.674 -4.549 -1.791  N14 1.255
16 C 0.543 -3.051 -0.464  N14 1.456, C17 1.397, C28 1.456
17 C 1.576 -2.136 -0.680  C16 1.397, C18 1.417, H29 1.088
18 C 1.564 -0.856 -0.073  C17 1.417, N19 1.445, C22 1.411
19 N 2.654 0.065 -0.303  C18 1.445, O20 1.249, O21 1.257
20 O 3.514 -0.228 -1.160  N19 1.249
21 O 2.692 1.126 0.368  N19 1.257
22 C 0.509 -0.439 0.766  C18 1.411, C23 1.386, H30 1.089
23 C -0.506 -1.358 0.972  C22 1.386, N24 1.406, C28 1.409
24 N -1.658 -1.253 1.772  C23 1.406, O25 1.216, O26 1.401
25 O -2.074 -0.378 2.507  N24 1.216
26 O -2.356 -2.457 1.602  N24 1.401, N27 1.386
27 N -1.682 -3.320 0.752  O26 1.386, C28 1.358
28 C -0.558 -2.645 0.398  C16 1.456, C23 1.409, N27 1.358
29 H 2.403 -2.400 -1.334  C17 1.088
30 H 0.511 0.505 1.310  C22 1.089

Values from the calculation:
Net charge   -1
Total energy   -1223.0506 a.u.
Frontier orbital gap   3.555 eV
ΔE to the lowest compared entry with this formula, charge and spin   329.0 kJ/mol
2S+1   1
E_HOMO   -3.37 eV


No. 6
ORCA calculation (ωB97M-V/def2-TZVPD) on an isolated ion of composition C9H8NO2 and charge -1 in a non-equilibrium geometry.

Each atom is followed by the atoms it is bonded to, with distances in Å.
Atoms and positions in Å:
1 C -2.596 -1.233 -0.505  C2 1.435, C3 1.400, H13 1.018
2 C -2.704 0.160 -0.177  C1 1.435, C5 1.412, H14 1.042
3 C -1.337 -1.801 -0.277  C1 1.400, C9 1.426, H15 1.056
4 C 2.047 1.232 0.347  C6 1.481, C8 1.371, H16 1.080
5 C -1.599 0.873 0.338  C2 1.412, N10 1.368, H17 1.131
6 C 0.652 1.096 0.824  C4 1.481, N10 1.317, H18 1.177
7 C 1.196 -1.660 0.362  C9 1.585, O11 1.224, O12 1.253
8 C 2.546 1.197 -0.929  C4 1.371, H19 1.055, H20 1.128
9 C -0.235 -1.008 0.160  C3 1.426, C7 1.585, N10 1.371
10 N -0.346 0.331 0.434  C5 1.368, C6 1.317, C9 1.371
11 O 1.694 -1.343 1.435  C7 1.224
12 O 1.616 -2.403 -0.556  C7 1.253
13 H -3.424 -1.780 -0.733  C1 1.018
14 H -3.401 0.904 -0.392  C2 1.042
15 H -0.983 -2.772 -0.495  C3 1.056
16 H 2.748 1.519 1.116  C4 1.080
17 H -1.767 1.989 0.404  C5 1.131
18 H 0.260 2.036 1.414  C6 1.177
19 H 2.012 1.121 -1.835  C8 1.055
20 H 3.619 1.543 -0.935  C8 1.128

Values from the calculation:
Net charge   -1
Total energy   -552.9124 a.u.
Frontier orbital gap (spin up / spin down)   6.227 / 6.198 eV
ΔE to the lowest compared entry with this formula, charge and spin   200.3 kJ/mol
2S+1   1
E_HOMO (spin up / spin down)   -2.62 / -2.59 eV